Record 1
Entry from the OMol25 dataset: a 2-piece molecular cluster, C25H50BBr2N5O7 overall in a non-equilibrium geometry (ωB97M-V with the def2-TZVPD basis set).

Each line ends with the Mulliken charge.
Element x y z (Å)
C  -0.536  -6.270  1.631  -0.9932
C  -0.138  -4.669  1.765  -0.0431
C  -1.106  -3.880  0.651  -0.7102
C  -1.270  -2.277  0.915  -0.8884
C  -0.163  -1.278  0.243  0.5328
B  1.196  -1.421  1.218  -0.6300
O  1.135  -1.852  2.660  -0.6550
C  2.745  -1.054  0.749  0.0974
C  3.676  -0.442  1.985  -0.7278
C  0.249  -1.561  -1.309  0.1565
C  1.224  -2.846  -1.601  -0.4771
C  0.990  -3.606  -3.033  -0.2010
O  0.024  -4.720  -2.980  -0.5828
C  2.451  -4.306  -3.451  -0.4908
N  2.864  -3.755  -4.832  -0.7045
C  -1.158  -1.657  -2.143  -1.0372
N  -2.203  -0.641  -1.880  0.4801
C  -3.503  -1.396  -1.850  -0.7845
C  -1.959  0.269  -0.687  -0.5552
N  -2.840  1.317  -0.369  0.5799
C  -4.063  1.698  -1.233  -1.0371
C  -2.785  2.201  0.848  -0.5912
Br  -4.670  2.023  1.636  -0.0090
C  -2.483  3.772  0.659  0.0676
C  -3.735  4.795  1.093  -1.2027
Br  -1.875  4.421  -1.121  -0.0775
N  -0.753  0.122  0.274  0.9309
C  0.248  1.223  0.081  -0.7691
C  0.709  2.063  1.405  0.3131
C  1.722  3.287  0.881  -0.5094
C  3.049  3.404  1.854  -0.2388
C  3.520  4.950  2.163  -0.6440
O  3.328  5.866  1.000  -0.3498
C  4.435  5.692  0.044  0.6062
C  5.423  7.006  -0.224  -0.7861
O  4.694  4.582  -0.654  -0.5261
H  -0.536  -6.616  0.512  0.1966
H  0.191  -6.910  2.298  0.3249
H  -1.638  -6.365  2.024  0.2968
H  -0.430  -4.256  2.830  0.2490
H  1.006  -4.480  1.509  0.0964
H  -2.182  -4.355  0.878  0.4609
H  -0.884  -4.198  -0.454  -0.0257
H  -2.401  -2.062  0.593  0.1872
H  -1.348  -2.162  2.104  0.3821
H  0.980  -0.991  3.189  0.3672
H  2.825  -0.449  -0.246  0.3844
H  3.244  -2.114  0.512  0.2446
H  4.676  0.003  1.571  0.2531
H  3.990  -1.398  2.627  0.2612
H  3.087  0.253  2.718  0.0981
H  0.820  -0.661  -1.849  0.3204
H  2.337  -2.413  -1.650  0.3478
H  1.252  -3.667  -0.772  0.0535
H  0.748  -2.874  -3.940  0.2209
H  0.258  -5.315  -2.208  0.3701
H  3.273  -4.153  -2.632  0.2877
H  2.272  -5.457  -3.612  0.3084
H  2.969  -2.711  -4.795  0.2766
H  2.033  -3.948  -5.461  0.2973
H  -0.863  -1.557  -3.296  0.0046
H  -1.470  -2.798  -2.017  0.4425
H  -3.535  -2.432  -2.386  0.3066
H  -4.286  -0.741  -2.475  0.3611
H  -3.999  -1.481  -0.768  0.3029
H  -4.968  0.955  -1.084  0.3014
H  -3.694  1.514  -2.353  0.3901
H  -4.344  2.827  -1.170  0.3113
H  -2.122  1.798  1.737  0.4367
H  -1.618  4.064  1.429  0.2788
H  -3.950  4.793  2.243  0.3590
H  -4.677  4.682  0.409  0.3311
H  -3.302  5.883  0.856  0.3931
H  1.217  0.978  -0.515  0.1654
H  -0.313  2.024  -0.610  0.2777
H  -0.129  2.593  2.009  0.1512
H  1.348  1.436  2.157  -0.0605
H  1.124  4.309  1.034  0.1707
H  1.963  3.222  -0.263  0.3386
H  3.924  2.865  1.287  0.1074
H  2.848  2.876  2.889  0.3395
H  4.689  4.952  2.392  0.3314
H  2.974  5.415  3.113  0.3126
H  4.748  7.962  -0.144  0.2833
H  5.913  6.868  -1.278  0.2807
H  6.257  6.994  0.605  0.2367
N  -7.181  -0.939  1.016  0.9418
O  -6.947  -2.039  1.543  -0.6432
O  -6.936  -0.763  -0.189  -0.6244
O  -7.660  -0.015  1.694  -0.6303

Cartesian forces, eV/Å:
0.0237 0.8503 0.5698
-0.7168 -0.1071 -1.3645
-0.8815 -0.8935 1.2576
-1.7232 -0.9711 0.2094
0.0042 -0.8198 0.1634
1.2506 0.5136 1.8741
-0.7011 2.9454 -2.0691
0.7002 -0.7194 -0.0080
0.1922 -1.7079 0.1490
-0.6915 0.2332 -1.1686
0.7230 0.3946 -0.6317
2.0543 -0.9119 0.4049
0.6105 0.9944 1.0845
-0.7463 0.2273 -0.8338
-1.0817 -0.0475 0.9319
3.1143 -2.0226 -1.4545
0.6184 0.3155 4.4128
-4.2328 1.2209 -0.3603
-0.1534 0.0904 0.7584
0.8734 -1.1067 -0.9521
0.1578 -1.1534 -2.8914
-0.0436 -0.5038 1.6281
1.1646 -0.4691 -0.0593
-0.5010 1.5447 2.2586
1.1800 1.4191 -0.7014
-0.1119 -0.7658 0.7281
-1.3605 -0.0883 -2.7651
-0.4100 3.1305 -0.5559
1.3225 0.4738 -0.3493
-0.8649 1.0338 1.1715
0.2234 0.0257 -0.6856
0.8439 -0.8518 0.6545
2.9946 -1.2968 -1.0281
1.5131 -3.6550 -3.2426
-1.1323 -0.8547 0.4581
-2.1380 6.4442 4.8138
0.2046 0.6005 2.1529
-1.5521 1.0997 -1.4841
2.1721 -0.0088 -0.7050
0.8800 -0.8689 -2.1888
-2.3114 -0.4175 0.8004
2.2370 1.1759 -0.5666
-0.1975 0.7804 2.1081
2.5920 -0.0131 0.2820
0.6366 0.0630 -2.7144
0.3023 -2.0681 -1.0049
-0.1029 -0.9874 1.8503
-1.0191 2.1037 0.3569
-2.1267 -0.5127 0.8543
-0.7027 2.2254 -1.2681
1.2892 -1.0316 -1.6101
-1.1240 -1.6071 1.8370
-2.4897 -0.9254 0.1205
-0.2899 1.5368 -1.3339
0.0521 -1.7288 2.2026
-0.1959 1.1566 -1.3036
-1.4560 -0.1517 -1.7313
0.3407 2.2921 0.4500
-0.1902 -1.3610 0.0787
1.4023 0.3707 0.9069
-0.7821 -0.1892 2.4533
0.0200 2.7109 -0.1151
0.7607 2.0505 1.1498
1.5436 -1.5515 1.4419
1.2164 0.0565 -2.3263
1.7616 1.6884 0.2074
-0.7491 0.4916 2.3493
0.7093 -2.3421 0.3460
-1.1968 0.4962 -2.4248
-1.7523 -0.8215 -1.9465
0.2368 -0.4051 -2.3770
1.7849 -0.0495 1.5802
-0.8925 -2.3500 0.5087
-1.8292 -0.1105 1.1491
1.4011 -1.5435 1.5079
1.2101 -1.3117 -1.1866
-1.3642 0.8318 -1.4490
1.1915 -2.1806 -0.5466
-0.1924 -0.0139 2.2959
-1.6223 1.0047 1.3388
0.4266 1.0628 -2.0668
-2.5251 -0.1162 -0.2479
0.9583 -0.8759 -2.3976
1.5520 -1.7885 -0.1519
-1.0975 0.2699 2.1581
-1.7595 0.1073 -1.5865
-0.0920 -0.2042 0.7550
0.1609 -0.2420 0.0132
0.5218 0.2702 -1.0601
-0.0258 0.4215 0.1308

Its HOMO energy is -6.6 eV. The frontier orbital gap is 5.52 eV. As for the charge: 0. The calculation puts the LUMO energy at -0.041 hartree.

***

Record 2
Entry from the OMol25 dataset: C25H50BCuN2O8PSSb as an isolated structure (ωB97M-V with the def2-TZVPD basis set).

Each line ends with the Mulliken charge.
Element x y z (Å)
Cu  -0.208  -0.283  -1.320  -0.6501
O  1.224  2.174  0.318  -0.6765
S  -0.337  1.979  0.361  1.2804
O  -0.856  3.137  1.042  -0.7588
O  -0.571  0.693  1.033  -0.5243
O  -0.799  1.868  -1.045  -0.6116
C  0.868  -5.043  0.058  -2.4203
C  1.706  -3.778  0.207  1.7579
C  2.502  -3.820  1.496  -1.6088
O  0.789  -2.662  0.269  0.0937
B  0.693  -2.090  -1.000  0.6910
O  1.579  -2.718  -1.865  -0.4003
C  2.534  -3.447  -1.064  2.0151
C  3.698  -2.504  -0.777  -1.2623
C  3.015  -4.653  -1.848  -1.9945
H  0.146  -5.083  0.875  0.4423
H  1.487  -5.941  0.098  0.3573
H  0.323  -5.040  -0.887  0.4054
H  1.839  -4.062  2.329  0.4618
H  2.962  -2.855  1.698  0.0547
H  3.285  -4.581  1.446  0.3575
H  3.382  -1.649  -0.177  -0.3633
H  4.077  -2.115  -1.722  0.5109
H  4.509  -3.015  -0.254  0.3489
H  2.182  -5.256  -2.204  0.3688
H  3.668  -5.277  -1.232  0.3019
H  3.585  -4.315  -2.713  0.4841
C  5.346  -1.213  3.232  -1.0238
C  4.776  0.182  3.443  -0.8828
N  3.804  0.561  2.422  0.5648
C  2.505  0.990  2.934  -0.9132
C  1.633  -0.175  3.380  -0.6539
C  4.343  0.933  1.204  -0.1991
O  5.570  0.982  1.094  -0.7852
C  3.477  1.220  0.039  -0.2625
C  4.085  1.707  -1.089  -0.2542
C  3.430  1.708  -2.330  -1.4194
C  2.244  1.004  -2.406  -0.7672
N  1.627  0.486  -1.353  1.5609
C  2.053  0.877  -0.070  0.3114
H  6.090  -1.443  3.998  0.4295
H  5.825  -1.275  2.256  0.2799
H  4.556  -1.963  3.286  0.1101
H  5.590  0.912  3.457  0.4165
H  4.265  0.229  4.406  0.5254
H  1.995  1.592  2.190  0.5552
H  2.686  1.657  3.787  0.4245
H  1.388  -0.831  2.543  -0.2003
H  0.692  0.197  3.787  0.4009
H  2.136  -0.770  4.149  0.4648
H  5.121  2.011  -1.013  0.4789
H  3.901  2.088  -3.224  0.3740
H  1.793  0.790  -3.370  0.4387
H  1.696  0.166  0.670  0.2528
C  -6.373  4.082  -1.892  -0.7896
C  -5.341  3.670  -2.937  -0.9757
Sb  -3.437  2.769  -2.311  0.5361
C  -2.440  4.574  -1.656  -0.4900
C  -3.290  5.805  -1.366  -1.0431
C  -4.123  2.039  -0.390  0.5309
C  -4.295  3.050  0.739  -1.0867
H  -7.308  4.415  -2.356  0.3818
H  -6.011  4.898  -1.267  0.1297
H  -6.621  3.252  -1.226  0.1898
H  -5.073  4.524  -3.567  0.3840
H  -5.779  2.931  -3.614  0.4369
H  -1.710  4.790  -2.439  0.6101
H  -1.865  4.273  -0.780  -0.0329
H  -3.919  6.085  -2.214  0.2472
H  -2.657  6.667  -1.131  0.3939
H  -3.945  5.644  -0.509  0.1711
H  -3.377  1.291  -0.111  -1.0458
H  -5.064  1.513  -0.586  0.4727
H  -3.358  3.570  0.934  0.1736
H  -4.580  2.549  1.669  0.4051
H  -5.067  3.786  0.511  0.2166
C  -4.652  -1.410  -0.686  -0.9333
P  -2.873  -1.671  -0.614  1.1623
C  -2.396  -1.524  1.104  -0.8357
C  -2.619  -3.400  -1.053  -0.6520
O  -2.180  -0.728  -1.557  -0.6033
H  -5.185  -2.129  -0.063  0.4002
H  -4.980  -1.504  -1.722  0.3465
H  -4.866  -0.398  -0.343  0.1205
H  -3.031  -2.165  1.718  0.6098
H  -2.474  -0.482  1.413  0.2840
H  -1.349  -1.817  1.205  -0.1273
H  -3.203  -4.059  -0.410  0.4174
H  -1.559  -3.629  -0.941  -0.2515
H  -2.905  -3.550  -2.094  0.3591

Cartesian forces, eV/Å:
-0.0170 -0.0010 -0.0659
0.0510 -0.0372 -0.0600
-0.1109 -0.0075 -0.0352
-0.0156 0.0110 0.0118
0.0934 0.1893 0.0342
0.0076 -0.0795 0.0855
0.0085 -0.0070 -0.0102
0.0042 -0.0018 0.0028
0.0047 -0.0034 0.0105
-0.0116 0.0348 0.0081
0.0133 0.0188 -0.1081
-0.0064 -0.0090 0.0182
0.0006 0.0029 0.0024
0.0073 -0.0012 0.0149
-0.0002 -0.0051 0.0005
0.0017 -0.0003 0.0023
0.0001 -0.0002 0.0019
-0.0004 0.0009 0.0004
0.0026 -0.0013 -0.0013
0.0226 0.0222 0.0166
-0.0018 -0.0005 0.0000
-0.0035 0.0055 -0.0152
0.0020 -0.0054 -0.0004
0.0012 -0.0034 -0.0059
-0.0005 -0.0016 0.0004
-0.0001 -0.0006 0.0007
0.0000 0.0003 -0.0002
-0.0029 0.0052 -0.0058
0.0028 -0.0040 -0.0036
0.0302 -0.0733 -0.0085
-0.0014 0.0016 -0.0150
-0.0041 -0.0100 0.0037
-0.0220 0.3089 0.0944
0.0058 -0.1344 -0.0477
0.0447 -0.0850 -0.0016
0.0071 -0.0096 0.0037
-0.0045 0.0004 -0.0046
-0.0072 0.0008 -0.0084
0.0126 -0.0608 0.0347
-0.0771 0.1049 0.0370
0.0028 0.0047 -0.0031
0.0029 0.0001 -0.0011
-0.0245 -0.0188 -0.0069
-0.0024 0.0024 -0.0005
-0.0048 -0.0042 -0.0001
0.0079 -0.0109 0.0387
-0.0004 -0.0058 -0.0054
0.0137 0.0076 -0.0193
-0.0025 0.0054 0.0054
-0.0066 0.0000 -0.0007
-0.0012 -0.0044 0.0008
-0.0013 0.0015 -0.0002
-0.0005 -0.0009 -0.0014
0.0218 -0.0437 0.0047
-0.0026 0.0000 -0.0076
0.0001 -0.0044 -0.0129
0.0198 -0.0042 -0.0249
-0.0138 -0.0007 0.0008
0.0001 0.0021 -0.0104
0.0068 0.0659 0.0383
-0.0016 -0.0187 -0.0019
0.0027 -0.0003 -0.0013
0.0052 0.0106 -0.0024
-0.0042 -0.0021 -0.0061
-0.0052 -0.0013 0.0062
0.0011 0.0012 0.0034
-0.0022 -0.0015 -0.0034
-0.0042 0.0122 -0.0086
-0.0045 -0.0002 0.0007
0.0000 -0.0033 0.0003
-0.0089 -0.0015 0.0103
-0.0030 0.0501 -0.0350
0.0264 0.1090 -0.0190
0.0406 0.0263 0.0030
-0.0102 -0.0007 0.0140
0.0377 -0.0027 0.0198
-0.0254 -0.0246 0.0120
-0.0301 -0.0851 0.0973
-0.0705 -0.0582 0.0110
0.0260 -0.0030 -0.0243
0.0364 0.0801 -0.0429
0.0129 -0.0234 -0.0063
-0.0086 -0.0092 -0.0083
0.0079 -0.1464 -0.0028
-0.0066 -0.0220 0.0026
-0.0075 -0.0609 0.0011
-0.0220 0.0104 -0.0034
-0.0072 0.0105 0.0042
-0.0200 0.0046 0.0037
-0.0074 -0.0063 -0.0050

Its HOMO energy (alpha / beta) is -4.3 / -4.4 eV. The frontier orbital gap (alpha / beta) is 6.62 / 6.72 eV. As for the charge: -1. For the energy relative to the best compared isomer or geometry (same formula, charge and spin), the calculation gives 1.7091 eV. The calculation puts the LUMO energy (alpha / beta) at 0.086 / 0.085 hartree. As for the spin multiplicity: 2.